ORCA calculation (the ωB97M-V functional and the def2-TZVPD basis) on 12 unconnected molecules or ions with the total composition C25H74N2O12 at a distorted geometry.

```
! wB97M-V def2-TZVPD RIJCOSX def2/J DEFGRID3
* xyz 0 1
N -1.995 2.587 1.250
C -2.445 3.417 0.273
N -1.885 3.114 -0.957
O -3.244 4.336 0.446
H -1.483 1.743 1.114
H -2.125 3.113 2.108
H -2.175 3.455 -1.848
H -1.320 2.284 -0.890
C 3.253 0.846 5.771
C 3.236 -0.186 4.679
C 3.884 -1.514 5.080
O 1.867 -0.405 4.269
H 2.763 0.423 6.652
H 2.722 1.761 5.501
H 4.250 1.162 6.087
H 3.659 0.161 3.723
H 3.539 -2.246 4.348
H 3.582 -1.842 6.072
H 4.954 -1.346 4.985
H 1.410 0.420 4.087
C 6.259 2.002 -2.533
C 6.180 0.502 -2.576
C 4.740 0.004 -2.455
O 6.750 -0.066 -3.756
H 7.245 2.467 -2.639
H 5.945 2.419 -1.569
H 5.625 2.493 -3.277
H 6.760 0.013 -1.778
H 4.294 0.468 -1.573
H 4.786 -1.071 -2.305
H 4.171 0.381 -3.304
H 7.674 0.194 -3.810
C 2.632 2.907 -2.776
C 1.200 3.418 -2.811
C 1.158 4.752 -3.579
O 0.310 2.463 -3.369
H 3.310 3.720 -2.526
H 2.933 2.565 -3.770
H 2.731 2.087 -2.065
H 0.947 3.615 -1.763
H 2.106 5.273 -3.705
H 0.489 5.493 -3.130
H 0.738 4.614 -4.580
H -0.529 2.937 -3.413
C 0.156 -1.688 -0.193
C 0.206 -0.281 0.359
C 1.640 0.143 0.601
O -0.388 0.607 -0.589
H 0.867 -1.852 -1.011
H -0.798 -1.920 -0.678
H 0.351 -2.505 0.505
H -0.475 -0.273 1.215
H 2.300 -0.040 -0.248
H 2.100 -0.372 1.451
H 1.689 1.196 0.893
H 0.130 0.714 -1.401
C -3.340 0.007 -2.408
C -4.031 0.884 -3.441
C -5.471 1.241 -3.042
O -3.390 2.013 -4.016
H -3.737 -1.007 -2.464
H -3.463 0.358 -1.377
H -2.258 -0.135 -2.460
H -4.118 0.252 -4.332
H -6.103 0.387 -2.788
H -5.997 1.602 -3.931
H -5.508 2.038 -2.298
H -3.479 2.776 -3.433
C -1.215 -5.072 1.908
C -2.348 -4.151 2.322
C -3.691 -4.836 2.518
O -2.036 -3.570 3.596
H -1.441 -5.529 0.938
H -1.038 -5.892 2.603
H -0.340 -4.440 1.756
H -2.554 -3.498 1.460
H -4.435 -4.146 2.921
H -3.692 -5.712 3.169
H -4.113 -5.131 1.549
H -1.073 -3.428 3.563
C -3.255 2.544 5.909
C -1.940 2.299 5.193
C -2.021 1.050 4.307
O -1.617 3.396 4.322
H -3.395 1.876 6.757
H -4.055 2.431 5.173
H -3.329 3.563 6.299
H -1.083 2.275 5.879
H -2.515 0.300 4.929
H -1.068 0.630 3.988
H -2.637 1.333 3.459
H -2.197 4.134 4.536
C -0.907 -1.905 -4.924
C 0.564 -1.985 -5.164
C 1.296 -2.830 -4.082
O 0.835 -2.600 -6.427
H -1.356 -2.904 -4.867
H -1.450 -1.354 -5.692
H -1.131 -1.488 -3.938
H 1.112 -1.045 -5.064
H 0.933 -2.548 -3.087
H 2.351 -2.639 -4.263
H 1.077 -3.902 -4.077
H 0.246 -3.362 -6.474
O -3.560 -0.650 1.466
H -4.313 -0.150 1.128
H -2.872 -0.533 0.800
O 0.859 -2.982 3.574
H 1.415 -3.528 4.140
H 1.287 -2.104 3.578
O -2.565 -3.438 -1.677
H -1.697 -3.833 -1.817
H -2.821 -3.720 -0.790
*
```

- E_HOMO (eV) = -9.592
- frontier orbital gap (Eh) = 0.3629
- energy above the lowest of the compared OMol25 structures with the same formula, charge and spin (kJ/mol) = 0.0
- SMILES string = NC(N)=O.CC(C)O.CC(C)O.CC(C)O.CC(C)O.CC(C)O.CC(C)O.CC(C)O.CC(C)O.O.O.O